100
Properties=species:S:1:pos:R:3:forces:R:3 method="wB97M-V/def2-TZVPD" e_lumo_ev=-1.15 relative_energy_kj_mol=807.47 multiplicity=1
C -0.93199 4.11923 -4.04026 0.59 0.21 -0.81
C 0.33459 3.60880 -4.86472 1.69 -0.62 -1.48
C 0.25159 3.66099 -6.41133 3.34 -1.32 0.58
C 1.46320 3.21855 -7.31093 0.32 -0.31 4.80
C 2.73490 2.72621 -6.56936 -2.93 1.03 1.20
C 2.80316 2.66378 -5.02846 -2.35 1.12 -1.17
C 1.62160 3.10760 -4.11458 -0.06 0.43 -4.06
C 1.66296 3.09752 -2.50916 0.02 -1.07 -0.24
C 3.12079 2.79278 -1.93125 2.41 1.18 -0.32
C 4.29318 3.54846 -2.25267 -1.90 -2.09 1.00
C 5.69435 3.06439 -1.60899 0.98 0.73 0.54
O 6.55847 3.84951 -1.16232 -2.84 -2.55 -1.74
C 5.87013 1.45843 -1.54290 -3.20 -0.97 0.50
C 4.69818 0.70916 -1.20831 1.88 2.35 -0.77
C 3.35279 1.55551 -0.91770 -0.78 -0.39 1.17
O 2.57658 1.29463 0.03743 2.68 0.86 -3.75
H -1.54914 4.80849 -4.72296 0.90 -1.07 1.06
H -1.60816 3.26199 -3.70154 1.07 1.16 -0.32
H -0.56897 4.74474 -3.15686 -0.67 -0.96 -1.08
H -0.67858 4.01603 -6.99022 1.49 -0.54 1.44
H 1.42910 3.22973 -8.44723 -0.05 0.07 1.81
H 3.63394 2.41276 -7.20603 -1.44 0.47 1.25
H 3.79013 2.30783 -4.56864 -1.76 0.57 -0.71
H 1.18996 4.04335 -2.05839 0.96 -1.31 -0.78
H 0.98327 2.22453 -2.16960 1.04 1.40 -0.43
H 4.23558 4.44254 -2.97021 0.29 -1.38 1.39
H 6.85429 0.93020 -1.78507 -1.45 1.13 0.56
H 4.69671 -0.43251 -1.16524 -0.08 1.87 0.18
C 0.97811 0.90225 2.58456 0.51 0.01 -0.12
O -0.42101 0.78432 2.85283 -0.44 -0.46 0.14
C -0.86916 -0.48002 2.89739 0.13 0.28 -0.04
O -0.20523 -1.47466 2.73496 -0.32 0.32 0.10
O -2.18880 -0.44525 3.15496 0.30 0.08 -0.05
C -2.80356 -1.72991 3.23118 -0.23 -0.35 0.01
H 1.22889 1.96321 2.57161 -0.29 -0.09 0.04
H 1.56297 0.41955 3.37103 -0.08 -0.05 -0.13
H 1.21992 0.48009 1.60924 -0.06 -0.05 0.29
H -2.36926 -2.31802 4.04273 0.07 0.01 -0.19
H -2.71190 -2.25792 2.27945 0.12 -0.01 0.16
H -3.86351 -1.58216 3.44173 0.17 0.26 -0.03
C -8.30193 -4.33570 1.03133 -0.29 -0.35 0.05
O -7.24514 -3.41492 0.76622 0.05 0.42 0.13
C -7.42892 -2.19644 1.30143 0.14 -0.02 -0.10
O -8.37948 -1.84638 1.95793 0.34 -0.12 -0.26
O -6.37017 -1.43594 0.97806 -0.29 -0.39 0.06
C -6.43126 -0.10362 1.48541 0.05 0.49 0.13
H -8.04716 -5.28197 0.55303 0.21 0.24 -0.03
H -8.40312 -4.50749 2.10525 -0.09 0.15 -0.11
H -9.24206 -3.97611 0.60732 0.08 0.04 0.19
H -6.45770 -0.10793 2.57739 -0.17 0.00 -0.12
H -7.29720 0.42399 1.07960 0.02 -0.10 0.17
H -5.52932 0.41923 1.16564 -0.03 -0.30 -0.09
C -10.11798 2.04313 2.09475 -0.33 -0.39 0.04
O -9.06263 2.96681 1.83138 0.10 0.43 0.10
C -9.24828 4.18457 2.36788 0.06 -0.05 -0.05
O -10.19866 4.53253 3.02414 0.38 -0.13 -0.26
O -8.18981 4.94704 2.04524 -0.26 -0.33 0.03
C -8.25202 6.27857 2.55306 0.05 0.43 0.13
H -9.86242 1.09693 1.61617 0.21 0.21 0.00
H -10.21906 1.86949 3.16826 -0.08 0.14 -0.12
H -11.05880 2.40120 1.67089 0.08 0.06 0.19
H -8.27902 6.27383 3.64489 -0.16 -0.01 -0.13
H -9.11836 6.80567 2.14740 0.01 -0.12 0.17
H -7.34952 6.79993 2.23228 -0.03 -0.30 -0.09
C 6.20930 3.06243 5.38444 0.42 0.18 0.01
O 4.92158 2.52419 5.08991 -0.34 -0.15 0.26
C 4.20304 2.18937 6.17457 0.00 0.00 -0.11
O 4.55526 2.30716 7.32244 -0.15 -0.05 -0.45
O 3.02338 1.70025 5.75687 0.38 0.16 -0.01
C 2.14883 1.30017 6.81046 -0.33 -0.15 0.28
H 6.69737 3.29574 4.43759 -0.29 -0.12 -0.02
H 6.11850 3.98447 5.96292 0.01 -0.20 0.07
H 6.82038 2.33058 5.91731 -0.13 0.14 0.08
H 1.89584 2.15178 7.44576 0.16 -0.13 0.02
H 2.59760 0.49776 7.40013 0.02 0.20 0.03
H 1.23134 0.92336 6.35675 0.22 0.10 -0.20
C 3.48941 -2.71463 -3.05902 -0.51 -0.12 0.12
O 4.87065 -2.44860 -3.29840 0.37 -0.20 -0.24
C 5.48637 -3.36939 -4.06024 0.02 0.05 0.04
O 4.97682 -4.35666 -4.53282 0.21 0.45 0.23
O 6.76946 -2.99800 -4.20450 -0.44 0.00 0.12
C 7.55089 -3.89011 -4.99761 0.31 -0.24 -0.24
H 3.09557 -1.91039 -2.43624 0.28 0.02 -0.07
H 2.93127 -2.72789 -3.99783 0.10 -0.13 0.09
H 3.36591 -3.65803 -2.52213 0.00 0.03 -0.17
H 7.15459 -3.95041 -6.01356 -0.06 -0.11 0.16
H 7.58982 -4.88039 -4.53858 -0.14 0.07 -0.13
H 8.56495 -3.49191 -5.04565 -0.21 0.16 0.17
C 1.79601 -6.73985 1.96882 -0.11 -0.10 0.44
O 2.17020 -6.17349 0.71429 0.04 -0.18 -0.43
C 2.14470 -7.04048 -0.31167 0.01 0.11 0.04
O 1.84218 -8.20656 -0.24736 0.12 0.46 -0.04
O 2.51528 -6.38080 -1.42212 -0.09 -0.04 0.42
C 2.53513 -7.18101 -2.60253 0.04 -0.20 -0.49
H 1.85269 -5.95169 2.72027 0.07 0.09 -0.30
H 0.76916 -7.11039 1.93340 0.17 -0.10 -0.05
H 2.48536 -7.53827 2.25234 -0.17 -0.02 -0.12
H 1.53837 -7.56971 -2.82242 0.14 -0.09 0.14
H 3.25474 -7.99652 -2.50288 -0.20 0.00 0.06
H 2.84800 -6.54518 -3.43183 0.01 0.14 0.28

***

91
Properties=species:S:1:pos:R:3:forces:R:3 method="wB97M-V/def2-TZVPD" e_lumo_ev=2.54 relative_energy_kj_mol=67.23 charge=-1 multiplicity=1
Li 0.59522 -0.76634 -0.39331 0.82 0.31 0.14
C 0.64318 1.86469 -4.69481 -0.05 -0.07 0.01
C -0.02940 0.54256 -4.30937 0.03 0.05 0.19
C -0.94197 0.06118 -5.43713 0.00 0.04 0.03
C 1.08600 -0.49587 -4.09914 -0.04 0.05 0.02
P -0.76043 0.73183 -2.55697 -0.30 -0.07 -0.55
C -1.89010 -0.76702 -2.55781 0.07 0.06 0.05
N -2.20291 -1.12535 -1.19370 -0.19 0.04 0.02
B -1.37849 -0.76830 -0.05211 -0.58 0.05 0.08
N -2.00265 -1.50163 1.02889 -0.21 0.00 0.01
C -1.46250 -1.58289 2.36175 0.11 0.07 -0.03
P 0.17379 -0.65585 2.40749 -0.17 -0.18 0.56
C 0.99092 -1.64279 3.83781 0.10 0.02 -0.30
C 1.50435 -2.89331 3.09779 -0.02 0.06 0.01
C 2.21922 -0.87016 4.32830 -0.05 -0.01 -0.03
C 0.15293 -2.10044 5.03138 -0.03 0.06 -0.04
C -0.36556 1.02581 3.12444 0.08 -0.07 -0.05
C -0.83136 0.99063 4.57925 0.03 0.03 -0.07
C -1.50036 1.60001 2.26686 0.08 -0.06 0.00
C 0.83892 1.96629 2.98700 -0.03 -0.04 0.02
C -3.08221 -2.23392 0.57372 -0.07 -0.06 -0.02
C -3.94785 -3.09662 1.22390 0.01 0.04 -0.02
C -4.93875 -3.73471 0.47475 -0.05 -0.04 -0.02
C -5.05823 -3.50972 -0.88870 -0.05 -0.03 0.01
C -4.19009 -2.64177 -1.55444 0.01 0.03 0.00
C -3.20255 -2.00310 -0.82332 -0.11 -0.10 0.02
C -2.06671 2.12693 -2.61388 0.22 0.00 0.06
C -2.82766 2.27870 -3.92864 0.02 0.01 0.07
C -1.30631 3.42269 -2.30107 0.00 -0.04 -0.04
C -3.08849 1.90060 -1.49134 0.09 -0.05 -0.01
H 1.35946 1.69736 -5.50537 -0.01 -0.01 -0.02
H 1.19027 2.27274 -3.84075 0.05 0.03 -0.06
H -0.07683 2.61098 -5.03571 0.03 0.01 0.02
H -0.33773 -0.12571 -6.33184 -0.01 -0.02 -0.01
H -1.70074 0.79707 -5.69987 0.02 -0.09 -0.02
H -1.43961 -0.87434 -5.17540 0.00 0.01 -0.06
H 1.60138 -0.68630 -5.04612 -0.03 0.01 -0.02
H 0.70560 -1.44682 -3.72292 0.06 -0.01 0.00
H 1.82012 -0.13754 -3.37610 0.01 -0.05 0.01
H -1.36468 -1.59079 -3.05601 -0.04 0.04 -0.05
H -2.79273 -0.55592 -3.14306 -0.04 -0.02 0.04
H -1.28305 -2.62925 2.63201 0.03 0.03 0.02
H -2.14862 -1.17212 3.11475 -0.04 -0.04 -0.01
H 2.10891 -2.61460 2.23234 0.02 -0.04 0.01
H 0.68112 -3.51580 2.74027 0.03 -0.01 -0.02
H 2.11996 -3.50320 3.76696 -0.03 0.01 0.03
H 2.77451 -0.45567 3.48210 0.04 0.00 0.05
H 2.89061 -1.54223 4.87279 -0.02 -0.01 0.01
H 1.94862 -0.05642 5.00429 0.04 0.01 -0.04
H -0.69573 -2.71078 4.71643 0.01 0.01 0.04
H -0.22500 -1.26754 5.62223 0.02 -0.09 0.01
H 0.77790 -2.71696 5.68750 -0.02 -0.03 0.01
H -1.62945 0.26030 4.72602 0.00 0.03 0.05
H -1.22549 1.97420 4.85699 0.00 0.01 0.00
H -0.01274 0.75862 5.26068 -0.06 0.01 0.01
H -2.39249 0.97131 2.29497 -0.01 0.01 -0.04
H -1.18304 1.68308 1.22798 -0.07 -0.01 -0.01
H -1.76978 2.59358 2.64433 0.03 0.00 0.03
H 1.69518 1.62370 3.56904 -0.01 0.04 -0.02
H 0.57230 2.96975 3.33629 -0.01 0.00 -0.01
H 1.14745 2.03757 1.94240 0.04 0.03 0.00
H -3.86000 -3.28302 2.28778 0.04 0.03 0.00
H -5.61704 -4.42315 0.96473 0.00 0.02 0.00
H -5.83228 -4.02000 -1.44955 0.00 0.00 0.01
H -4.29112 -2.48139 -2.62136 0.05 0.01 0.00
H -2.17644 2.59721 -4.74256 -0.05 -0.01 0.00
H -3.60592 3.04096 -3.81047 -0.01 0.00 0.01
H -3.31850 1.34622 -4.21373 -0.02 0.04 -0.03
H -0.57844 3.65968 -3.07929 -0.02 0.03 0.06
H -0.77188 3.32471 -1.35390 0.01 0.05 0.00
H -2.00343 4.26357 -2.21875 -0.01 -0.01 -0.02
H -3.76095 1.07033 -1.71311 0.04 -0.05 0.04
H -3.69844 2.80346 -1.37605 0.01 0.02 -0.03
H -2.59444 1.69020 -0.54311 -0.05 -0.01 0.03
O 3.72745 -2.98480 -1.30582 -0.08 0.09 -0.02
C 3.11993 -1.95420 -1.01164 0.19 -0.03 0.04
O 1.86553 -1.76356 -1.05318 0.41 0.04 -0.10
C 3.97449 -0.76713 -0.51109 -0.22 -0.13 -0.07
C 5.32040 -0.97664 -0.25118 0.00 -0.10 0.03
C 6.14204 0.02589 0.26942 0.07 0.09 0.02
C 5.55395 1.24248 0.50791 -0.20 0.09 0.04
O 6.12273 2.39479 1.01300 0.12 -0.11 -0.12
C 5.05538 3.32164 1.14777 -0.02 0.23 0.19
O 3.90566 2.78320 0.52103 -0.10 -0.04 -0.12
C 4.21927 1.47201 0.22414 0.18 -0.05 0.09
C 3.40588 0.49364 -0.28389 0.03 -0.01 -0.04
H 5.70915 -1.96548 -0.45575 0.01 0.02 0.01
H 7.19110 -0.13890 0.47688 -0.01 -0.02 0.01
H 5.32698 4.26608 0.66875 0.00 -0.07 -0.04
H 4.84945 3.49391 2.21299 0.00 -0.10 -0.03
H 2.37389 0.69790 -0.52481 -0.11 0.04 0.01